# C22H26F9N3O14P2S

A cluster of 4 separate species, C22H26F9N3O14P2S in total at a distorted geometry (ωB97M-V with the def2-TZVPD basis set, the OMol25 dataset).

Element x y z (Å)
N -2.50060 7.45002 -1.09501
P -2.23071 6.92581 0.36819
P -1.00267 5.00294 0.38951
O -2.02837 4.37939 -0.69058
C 0.41043 5.90954 -0.28218
C 0.57904 6.01198 -1.65735
C 1.67004 6.73002 -2.10925
N 2.56310 7.35278 -1.34614
C 2.39617 7.24222 -0.02854
C 1.35286 6.52268 0.52441
N -1.26006 4.60420 2.12792
C -2.39347 3.73861 2.35257
O -2.35823 2.83002 3.06081
F -3.46731 4.04790 1.65852
C -1.41095 5.68548 2.99819
O -2.36159 5.86984 3.66666
F -0.36198 6.46274 3.06036
S 0.16313 3.06135 0.18245
O 1.32198 3.20481 -0.65653
O 0.53018 2.65898 1.51673
C -0.84763 1.65413 -0.49764
F -2.04823 1.57044 0.10788
F -0.15338 0.56583 -0.15698
C -1.03449 1.64786 -2.05775
F -0.66344 2.80546 -2.62978
F -0.26246 0.67726 -2.57126
C -2.47725 1.31557 -2.51433
F -2.45986 1.27555 -3.85614
F -3.36741 2.23840 -2.15323
F -2.83314 0.11757 -2.06290
H -2.08999 6.87344 -1.81738
H -3.46049 6.63358 1.00266
H -1.56845 7.93436 1.09935
H -2.91480 4.76676 -0.61334
H -0.10300 5.53378 -2.33699
H 1.81720 6.79173 -3.17747
H 3.11265 7.73728 0.60356
H 1.28693 6.44317 1.59639
C 1.99258 -1.64713 2.48690
C 3.05126 -0.60647 2.75288
C 3.39549 0.27454 1.57896
O 4.74848 0.65535 1.88022
C 5.29063 -0.33658 2.62892
O 6.44185 -0.42510 2.90112
O 4.33212 -1.21299 3.02271
H 1.97540 -2.38465 3.28919
H 1.01062 -1.17944 2.41758
H 2.18854 -2.18260 1.55745
H 2.77964 -0.00585 3.62594
H 2.75223 1.14676 1.50397
H 3.39584 -0.26588 0.62968
C -3.67922 -3.31760 -1.63710
C -2.28301 -3.88437 -1.64604
C -2.02250 -5.00025 -0.66221
O -0.60991 -4.86892 -0.43143
C -0.28664 -3.56421 -0.63784
O 0.75814 -3.07998 -0.35732
O -1.32507 -2.90256 -1.20079
H -3.70306 -2.37532 -2.18219
H -4.38745 -4.00572 -2.09705
H -4.00785 -3.10997 -0.61763
H -2.00110 -4.18467 -2.65891
H -2.25788 -5.98650 -1.05535
H -2.53975 -4.85472 0.28880
C 1.20731 -7.27075 0.35897
C 0.78511 -8.37737 -0.57274
C 1.12542 -9.77756 -0.12043
O 1.21554 -10.48068 -1.36772
C 1.57405 -9.57860 -2.31723
O 1.90381 -9.85601 -3.42064
O 1.49909 -8.31666 -1.82221
H 1.15113 -6.31231 -0.14060
H 0.56506 -7.24516 1.23925
H 2.24000 -7.40536 0.68533
H -0.28249 -8.29124 -0.80124
H 0.36666 -10.22565 0.51647
H 2.09614 -9.83134 0.37690

Forces on the atoms, in the same order (eV/Å):
0.12 -0.59 0.30
-0.41 0.88 -1.40
-0.75 0.90 -0.17
0.24 -0.27 0.41
0.68 -0.06 0.04
-0.20 -0.13 0.49
0.03 0.10 -0.49
-0.13 -0.14 0.27
-0.23 -0.14 -0.67
-0.14 -0.06 0.83
-0.24 0.92 -1.11
0.96 0.00 -0.18
-0.06 -1.52 1.29
-0.60 0.62 -0.72
-0.26 -0.61 0.29
-0.72 0.21 0.62
0.86 0.35 -0.34
1.94 -0.31 1.16
-0.50 0.17 -1.18
-0.86 -0.38 0.50
0.06 -0.55 -0.48
-0.02 0.40 0.18
0.04 0.02 0.06
0.15 -0.36 -0.04
-0.21 0.17 0.21
0.03 0.08 0.05
0.16 0.13 -0.80
-0.13 -0.05 0.27
0.05 -0.15 0.18
-0.16 0.12 0.12
-0.03 0.19 -0.23
0.29 0.15 0.59
-0.17 -0.36 0.63
-0.09 0.04 -0.45
-0.02 -0.09 -0.28
0.12 0.12 -0.13
0.18 0.09 0.12
0.10 0.03 0.10
0.22 -0.28 -0.06
-0.30 -0.32 -0.11
-0.06 0.26 -0.02
-0.08 -0.10 0.02
-0.11 -0.03 -0.03
0.15 -0.01 0.03
0.03 0.20 0.03
-0.06 0.09 0.09
0.01 0.05 -0.01
-0.02 0.07 -0.01
0.08 0.06 -0.01
0.15 0.16 -0.01
-0.08 -0.10 0.05
0.01 0.28 0.20
-0.36 0.11 0.00
0.11 -0.18 -0.04
-0.30 0.19 -0.06
-0.10 0.01 -0.02
0.13 0.04 0.05
0.10 -0.15 -0.04
-0.01 -0.06 -0.11
0.06 -0.05 -0.03
0.02 -0.03 0.02
0.07 -0.03 0.02
0.19 -0.04 0.00
-0.08 0.08 -0.05
0.43 -0.06 -0.07
0.14 0.26 0.28
-0.15 -0.17 -0.01
0.02 0.08 0.09
0.00 0.08 0.06
0.04 -0.04 -0.13
-0.13 -0.14 -0.01
-0.11 0.08 -0.01
-0.04 -0.01 -0.02
-0.02 -0.11 0.01
0.00 -0.08 -0.03
-0.03 -0.12 -0.13
0.01 0.11 0.03

Its spin multiplicity is 1. The SMILES is N=[PH2]P(O)(c1ccncc1)(N(C(=O)F)C(=O)F)S(=O)(=O)C(F)(F)C(F)(F)C(F)(F)F.C[C@@H]1COC(=O)O1.C[C@@H]1COC(=O)O1.C[C@@H]1COC(=O)O1. The lowest unoccupied orbital energy is -1.052 eV. For the HOMO energy, the calculation gives -9.71 eV. For the molar mass, the calculation gives 821.5 Da. The value obtained for the orbital gap is 8.660 eV.

Löwdin population analysis, charges in e, atoms 1 to 6:
1. N -0.3161
2. P 0.6601
3. P 0.7051
4. O -0.2265
5. C -0.3645
6. C -0.0635